# 1
{
  "formula": "C18H17NO3S",
  "method": "ωB97M-V/def2-TZVPD",
  "relative_energy_ev": 18.0014,
  "max_force_ha_per_bohr": 0.37659,
  "homo_ev": -8.5,
  "total_charge": 0,
  "e_lumo_ha": -0.0038,
  "elements": ["C", "C", "N", "O", "C", "C", "C", "C", "C", "C", "C", "C", "C", "H", "H", "H", "H", "H", "H", "S", "O", "O", "C", "C", "C", "C", "C", "C", "H", "H", "H", "H", "H", "C", "H", "H", "H", "H", "H", "H"],
  "xyz": [[-2.901, -0.974, 2.651], [-3.115, -0.591, 1.167], [-4.339, -0.364, 0.730], [-4.395, -0.141, -0.576], [-3.147, -0.192, -1.108], [-2.406, -0.387, 0.160], [-0.968, -0.504, 0.444], [-0.105, 0.905, 0.068], [0.661, 1.289, 1.171], [1.551, 2.345, 1.180], [1.469, 3.351, 0.053], [0.636, 2.875, -1.144], [-0.038, 1.471, -1.079], [-0.625, 1.437, -1.778], [0.742, 3.349, -2.076], [2.081, 3.999, 0.097], [2.161, 2.509, 2.086], [0.674, 0.618, 2.252], [-0.570, -0.763, 1.166], [-0.151, -1.530, -0.798], [-0.337, -1.138, -2.365], [-0.726, -2.793, -0.423], [1.612, -1.333, -0.420], [2.012, -2.062, 0.819], [3.388, -1.769, 0.801], [4.308, -1.078, 0.310], [3.766, -0.630, -0.810], [2.479, -0.456, -1.242], [1.965, -0.166, -1.974], [4.445, 0.162, -1.300], [5.259, -0.851, 0.584], [3.733, -2.481, 1.788], [1.434, -2.727, 1.198], [-3.001, 0.214, -2.405], [-2.909, 1.355, -2.492], [-2.054, 0.049, -2.740], [-3.830, 0.032, -3.112], [-2.334, -0.196, 3.311], [-2.434, -1.878, 2.590], [-3.993, -0.956, 3.217]]
}

# 2
{
  "formula": "C18H17NO6",
  "method": "ωB97M-V/def2-TZVPD",
  "relative_energy_ev": 0.0000,
  "max_force_ha_per_bohr": 0.01172,
  "homo_ev": -8.3,
  "total_charge": 0,
  "smiles": "COc1ccc(CC(=O)Nc2ccc(OC(C)=O)cc2C(=O)O)cc1",
  "e_lumo_ha": 0.0077,
  "elements": ["C", "O", "C", "C", "C", "C", "C", "C", "O", "N", "C", "C", "C", "C", "O", "C", "C", "O", "C", "C", "C", "O", "O", "C", "C", "H", "H", "H", "H", "H", "H", "H", "H", "H", "H", "H", "H", "H", "H", "H", "H", "H"],
  "xyz": [[-1.468, 5.583, 1.809], [-1.203, 5.215, 0.479], [-0.162, 4.369, 0.233], [0.673, 3.829, 1.202], [1.699, 2.974, 0.832], [1.918, 2.648, -0.497], [3.004, 1.691, -0.904], [2.412, 0.380, -1.406], [2.714, -0.120, -2.464], [1.516, -0.141, -0.513], [0.748, -1.282, -0.615], [0.849, -2.148, -1.709], [0.081, -3.287, -1.783], [-0.820, -3.596, -0.764], [-1.585, -4.740, -0.937], [-1.900, -5.545, 0.097], [-2.764, -6.678, -0.388], [-1.537, -5.382, 1.228], [-0.952, -2.752, 0.318], [-0.175, -1.593, 0.409], [-0.349, -0.725, 1.582], [0.309, 0.268, 1.833], [-1.331, -1.113, 2.401], [1.078, 3.195, -1.463], [0.053, 4.044, -1.108], [-0.621, 6.115, 2.256], [-1.716, 4.714, 2.426], [-2.328, 6.250, 1.765], [0.538, 4.057, 2.247], [2.334, 2.560, 1.601], [3.654, 1.471, -0.055], [3.611, 2.107, -1.709], [1.341, 0.398, 0.337], [1.545, -1.911, -2.496], [0.165, -3.952, -2.628], [-2.909, -7.394, 0.414], [-3.726, -6.281, -0.705], [-2.297, -7.157, -1.244], [-1.646, -2.977, 1.111], [-1.382, -0.510, 3.159], [1.233, 2.948, -2.503], [-0.602, 4.471, -1.850]]
}

# 3
{
  "formula": "C18H18B2BrF4N4O4V",
  "method": "ωB97M-V/def2-TZVPD",
  "max_force_ha_per_bohr": 0.04776,
  "homo_ev": [-14.7, -14.7],
  "total_charge": 2,
  "e_lumo_ha": [-0.3483, -0.3484],
  "elements": ["V", "C", "C", "N", "O", "B", "F", "F", "O", "N", "C", "C", "C", "N", "O", "B", "F", "F", "O", "N", "C", "C", "C", "H", "H", "H", "H", "H", "H", "H", "H", "H", "H", "H", "H", "Br", "C", "C", "C", "C", "C", "C", "C", "C", "C", "C", "H", "H", "H", "H", "H", "H"],
  "xyz": [[0.014, -0.541, -0.394], [4.258, -1.432, -1.008], [2.799, -1.194, -1.061], [2.106, -0.529, -0.188], [2.736, -0.038, 0.868], [2.278, 1.294, 1.468], [2.355, 2.288, 0.530], [3.016, 1.461, 2.577], [0.793, 1.200, 1.895], [0.128, 0.100, 1.578], [-0.574, -0.497, 2.475], [-0.647, -0.093, 3.900], [-1.275, -1.689, 1.925], [-1.048, -1.866, 0.670], [-1.655, -2.900, 0.019], [-0.788, -3.412, -1.011], [0.498, -3.610, -0.630], [-1.355, -4.198, -1.894], [-0.516, -1.791, -1.946], [0.734, -1.337, -1.942], [1.905, -1.849, -2.066], [2.301, -2.928, -2.986], [-2.089, -2.613, 2.744], [4.718, -0.818, -0.240], [4.453, -2.484, -0.784], [4.711, -1.213, -1.977], [0.154, 0.606, 4.126], [-1.604, 0.392, 4.109], [-0.568, -0.966, 4.547], [1.451, -3.294, -3.556], [3.072, -2.556, -3.666], [2.744, -3.749, -2.415], [-2.448, -2.133, 3.650], [-2.920, -3.012, 2.165], [-1.459, -3.462, 3.030], [1.401, 1.820, -2.245], [0.132, 2.897, -1.408], [0.317, 4.281, -1.396], [-0.700, 5.112, -0.953], [-1.920, 4.568, -0.584], [-2.118, 3.169, -0.596], [-3.383, 2.623, -0.345], [-3.605, 1.248, -0.435], [-2.541, 0.392, -0.662], [-1.232, 0.894, -0.824], [-1.040, 2.301, -0.933], [1.251, 4.695, -1.750], [-0.549, 6.182, -0.934], [-2.738, 5.210, -0.283], [-4.210, 3.289, -0.128], [-4.604, 0.852, -0.318], [-2.741, -0.673, -0.721]]
}

# 4
{
  "formula": "C18H18BMoN7O5",
  "method": "ωB97M-V/def2-TZVPD",
  "relative_energy_ev": 0.0000,
  "spin_multiplicity": 3,
  "max_force_ha_per_bohr": 0.01440,
  "homo_ev": [-8.9, -9.7],
  "total_charge": 0,
  "e_lumo_ha": [0.0126, -0.0320],
  "elements": ["Mo", "O", "C", "O", "C", "C", "C", "C", "C", "O", "C", "C", "O", "O", "H", "H", "H", "H", "H", "H", "H", "H", "C", "C", "N", "N", "C", "B", "N", "C", "C", "C", "N", "N", "C", "C", "C", "N", "H", "H", "H", "H", "H", "H", "H", "H", "H", "H", "N", "C"],
  "xyz": [[0.251, -0.100, -0.488], [3.738, -0.116, 1.866], [2.795, 0.320, 1.252], [1.952, -0.457, 0.596], [2.474, 1.797, 1.224], [1.058, 2.025, 1.754], [0.818, 3.492, 2.072], [0.721, 4.117, 0.657], [0.930, 2.914, -0.247], [0.251, 1.848, 0.535], [2.379, 2.433, -0.211], [2.704, 1.455, -1.331], [3.794, 1.428, -1.841], [1.721, 0.644, -1.688], [3.212, 2.301, 1.843], [0.711, 1.314, 2.499], [1.635, 3.894, 2.668], [-0.108, 3.625, 2.628], [1.475, 4.880, 0.471], [-0.259, 4.558, 0.488], [0.474, 2.954, -1.230], [3.073, 3.264, -0.309], [-0.184, -3.040, 2.816], [0.324, -1.858, 2.291], [-0.252, -1.586, 1.118], [-1.103, -2.608, 0.858], [-1.071, -3.491, 1.858], [-1.898, -2.604, -0.462], [-2.638, -1.249, -0.469], [-3.944, -0.967, -0.432], [-4.099, 0.390, -0.217], [-2.800, 0.881, -0.135], [-1.931, -0.115, -0.276], [-0.878, -2.680, -1.628], [-0.769, -3.553, -2.634], [0.368, -3.259, -3.366], [0.925, -2.157, -2.728], [0.172, -1.825, -1.677], [0.075, -3.507, 3.750], [1.091, -1.219, 2.690], [-1.689, -4.373, 1.820], [-2.673, -3.517, -0.520], [-4.670, -1.754, -0.548], [-5.018, 0.945, -0.147], [-2.446, 1.891, -0.019], [-1.505, -4.330, -2.755], [0.738, -3.768, -4.238], [1.799, -1.570, -2.958], [-1.094, 1.448, -3.049], [-0.633, 0.885, -2.152]]
}

Electronic energy? In order: -1374.166220 -1202.377310 -5183.428327 -1549.431410 a.u..
Molar mass? In order: 327.405 343.335 582.830 519.138 g/mol.